(1)
C10H12O in the gas phase. Source: OMol25; level of theory: ωB97M-V/def2-TZVPD.

ORCA input file:
```
! wB97M-V def2-TZVPD RIJCOSX def2/J DEFGRID3
* xyz 0 3
C -1.08 2.90 -0.28
C -0.12 2.76 -1.29
C -1.39 1.87 0.59
C 0.64 1.60 -1.51
C -0.70 0.66 0.33
C 0.27 0.60 -0.63
C -0.50 -0.79 0.78
C 0.68 -0.84 -0.22
C -0.15 -1.06 2.32
C 0.39 -1.75 -1.38
O 2.03 -0.97 0.17
H -1.62 3.91 -0.16
H 0.08 3.54 -2.07
H -2.14 1.98 1.44
H 1.33 1.57 -2.39
H -1.20 -1.47 0.40
H 0.61 -0.33 2.63
H -0.03 -2.14 2.69
H -1.00 -0.63 2.83
H 0.84 -1.44 -2.35
H -0.69 -1.76 -1.47
H 0.66 -2.73 -1.07
H 2.39 -1.77 -0.24
*
```

Lowest unoccupied orbital energy (alpha / beta): 0.886 / -2.632 eV
E_HOMO (alpha / beta): -4.79 / -9.03 eV

(2)
A molecular structure, C4H8N2O. Source: OMol25; level of theory: ωB97M-V/def2-TZVPD.

ORCA input file:
```
! wB97M-V def2-TZVPD RIJCOSX def2/J DEFGRID3
* xyz 0 1
C -0.53 -1.74 0.37
C 0.28 -0.85 -0.55
O -0.71 -0.17 -1.40
C -0.49 0.99 -0.67
N -1.27 1.90 -0.31
C 0.84 0.57 -0.16
N 1.26 0.99 1.13
H -1.21 -1.17 1.02
H 0.06 -2.43 0.99
H -1.13 -2.32 -0.33
H 1.02 -1.43 -1.12
H -2.22 1.72 -0.63
H 1.63 0.77 -0.89
H 2.00 1.67 0.99
H 0.48 1.49 1.55
*
```

Lowest unoccupied orbital energy: 0.932 eV
ΔE to the lowest compared entry with this formula, charge and spin: 47.5 kcal/mol
E_HOMO: -9.80 eV

(3)
A molecular structure, C40H44MoN5O2PSSb2. Source: OMol25; level of theory: ωB97M-V/def2-TZVPD.

ORCA input file:
```
! wB97M-V def2-TZVPD RIJCOSX def2/J DEFGRID3
* xyz 2 3
Mo -0.14 -0.12 0.23
N 5.21 -5.65 4.38
C 4.55 -4.84 3.51
C 4.92 -3.48 3.38
C 4.26 -2.66 2.51
C 3.20 -3.17 1.75
C 2.83 -4.51 1.86
C 3.50 -5.34 2.73
S 2.35 -2.17 0.65
O 1.53 -2.92 -0.26
O 3.28 -1.21 0.10
N 1.30 -1.18 1.58
C 0.09 -1.72 1.92
N -0.08 -3.10 2.00
C -1.16 -3.71 1.69
C -2.45 -3.14 1.19
C -2.24 -1.09 1.81
N -0.84 -0.78 2.15
H 6.03 -5.33 4.86
H 5.03 -6.64 4.39
H 5.74 -3.10 3.97
H 4.57 -1.63 2.40
H 2.02 -4.90 1.25
H 3.22 -6.38 2.81
H -1.17 -4.78 1.91
H -3.11 -3.90 0.77
H -2.80 -0.16 1.88
C 0.30 1.68 3.83
Sb 0.71 1.97 1.79
C 0.01 3.92 1.41
C 2.84 2.18 1.83
C 3.33 3.28 0.94
C 3.36 4.58 1.43
C 3.80 5.64 0.64
C 4.20 5.39 -0.66
C 4.18 4.10 -1.15
C 3.74 3.03 -0.37
C 3.77 1.64 -0.94
Sb 1.85 0.84 -1.42
C 2.31 -0.40 -3.05
C 0.99 2.55 -2.36
H 0.85 2.43 4.39
H 0.62 0.68 4.12
H -0.77 1.78 4.02
H 0.03 4.48 2.34
H -1.00 3.87 1.01
H 0.67 4.39 0.68
H 3.24 1.19 1.58
H 3.07 2.38 2.88
H 3.06 4.77 2.46
H 3.83 6.64 1.05
H 4.56 6.20 -1.28
H 4.52 3.90 -2.16
H 4.28 0.92 -0.31
H 4.27 1.64 -1.91
H 2.69 0.23 -3.86
H 1.42 -0.93 -3.39
H 3.06 -1.12 -2.74
H 1.77 3.27 -2.58
H 0.25 3.00 -1.70
H 0.49 2.23 -3.27
N -1.11 0.16 -1.31
P -2.65 -0.11 -1.74
C -3.34 -1.21 -0.45
C -2.29 -1.81 0.42
C -3.01 -2.30 2.40
C -4.50 -2.15 2.25
C -5.17 -1.70 1.18
C -4.62 -1.15 -0.07
C -2.80 -0.84 -3.35
C -4.05 -0.98 -3.95
C -4.14 -1.60 -5.19
C -2.99 -2.08 -5.82
C -1.75 -1.95 -5.21
C -1.65 -1.33 -3.97
C -3.55 1.43 -1.68
C -3.84 2.01 -0.44
C -4.41 3.27 -0.38
C -4.70 3.96 -1.55
C -4.42 3.39 -2.78
C -3.84 2.13 -2.85
H -1.34 -1.83 -0.13
H -2.74 -2.63 3.40
H -5.09 -2.50 3.09
H -6.25 -1.69 1.25
H -5.33 -0.59 -0.68
H -4.94 -0.61 -3.47
H -5.10 -1.71 -5.67
H -3.07 -2.56 -6.78
H -0.87 -2.33 -5.70
H -0.69 -1.23 -3.49
H -3.62 1.47 0.47
H -4.65 3.71 0.58
H -5.16 4.94 -1.50
H -4.64 3.93 -3.69
H -3.61 1.71 -3.82
*
```

Lowest unoccupied orbital energy (alpha / beta): -5.748 / -6.274 eV
ΔE to the lowest compared entry with this formula, charge and spin: 72.3 kcal/mol
E_HOMO (alpha / beta): -12.38 / -12.37 eV

(4)
A molecular structure, C40H49ErN4O4PSi. Source: OMol25; level of theory: ωB97M-V/def2-TZVPD.

ORCA input file:
```
! wB97M-V def2-TZVPD RIJCOSX def2/J DEFGRID3
* xyz 1 4
Er -0.20 -0.70 0.63
C 1.24 -4.99 0.65
C 1.88 -3.63 0.63
C 2.09 -2.95 -0.57
C 2.74 -1.71 -0.59
C 3.29 -1.16 -1.87
C 3.07 -1.11 0.62
C 2.91 -1.79 1.83
C 3.53 -1.27 3.10
C 2.31 -3.05 1.81
H 1.78 -5.66 1.31
H 1.21 -5.43 -0.34
H 0.22 -4.90 1.04
H 1.87 -3.44 -1.51
H 4.34 -1.45 -1.95
H 3.24 -0.07 -1.90
H 2.76 -1.56 -2.74
H 3.64 -0.18 0.61
H 4.45 -1.83 3.29
H 2.88 -1.42 3.96
H 3.80 -0.22 3.01
H 2.20 -3.59 2.74
N -1.23 -2.50 -0.98
C -1.60 -2.34 -2.37
C -2.53 -3.19 -2.94
C -2.85 -3.09 -4.28
C -2.21 -2.14 -5.07
C -1.30 -1.27 -4.49
C -1.00 -1.33 -3.13
P 0.16 -0.16 -2.32
C -0.99 0.78 -1.27
C -2.38 0.84 -1.46
C -3.16 1.64 -0.64
C -2.58 2.10 0.55
C -1.22 2.03 0.74
C -0.41 1.99 -0.53
C 0.45 1.05 -3.68
C 1.62 0.95 -4.44
C 1.88 1.87 -5.45
C 0.99 2.90 -5.70
C -0.17 3.01 -4.94
C -0.43 2.09 -3.94
H -0.49 -3.20 -0.93
H -2.00 -2.91 -0.47
H -3.01 -3.94 -2.32
H -3.58 -3.76 -4.71
H -2.42 -2.08 -6.12
H -0.83 -0.51 -5.11
H -2.85 0.22 -2.21
H -4.23 1.72 -0.81
H -3.23 2.42 1.36
H -0.77 2.45 1.64
H -0.60 2.89 -1.15
H 2.32 0.15 -4.25
H 2.78 1.78 -6.04
H 1.19 3.62 -6.48
H -0.87 3.81 -5.14
H -1.34 2.19 -3.35
C 1.76 1.58 3.94
C 0.76 0.50 4.05
N 0.36 -0.32 3.09
C -0.52 -1.21 3.68
C -0.66 -0.90 5.01
N 0.16 0.17 5.21
C -1.47 -1.41 6.15
O -2.26 -2.42 5.91
O -1.37 -0.85 7.22
C -1.08 -2.36 2.91
O -1.91 -3.10 3.45
O -0.61 -2.50 1.73
H 1.96 1.81 2.90
H 2.70 1.28 4.42
H 1.42 2.48 4.45
H 0.26 0.62 6.11
H -2.17 -2.75 4.97
C 1.26 4.85 -1.11
Si 1.86 3.64 0.19
C 1.43 4.32 1.91
C 3.73 3.44 0.07
C 1.10 1.94 -0.25
H 1.82 5.79 -1.03
H 0.20 5.09 -0.97
H 1.39 4.46 -2.12
H 1.13 5.36 1.79
H 2.29 4.30 2.58
H 0.60 3.81 2.40
H 4.21 4.38 0.34
H 4.04 3.19 -0.95
H 4.13 2.67 0.74
H 1.63 1.61 -1.15
H 1.31 1.18 0.54
C -5.83 -1.40 0.63
C -5.08 -0.57 1.69
C -3.65 -0.65 1.47
N -2.53 -0.73 1.26
H -6.90 -1.37 0.83
H -5.50 -2.44 0.66
H -5.65 -1.00 -0.36
H -5.30 -0.93 2.70
H -5.37 0.48 1.63
*
```

Lowest unoccupied orbital energy (alpha / beta): -2.162 / -2.128 eV
E_HOMO (alpha / beta): -9.52 / -9.51 eV

(5)
2 unconnected molecules or ions with the total composition C3H7I. Source: OMol25; level of theory: ωB97M-V/def2-TZVPD.

ORCA input file:
```
! wB97M-V def2-TZVPD RIJCOSX def2/J DEFGRID3
* xyz 0 1
C 0.39 1.43 -0.51
C 0.53 0.01 -0.96
C -0.98 -1.72 0.99
I -0.60 -1.17 2.88
H -0.04 1.46 0.56
H 1.35 1.96 -0.45
H -0.35 2.03 -1.02
H 1.26 -0.70 -0.73
H 0.00 -0.13 -1.83
H -0.24 -2.35 0.49
H -1.32 -0.82 0.56
*
```

Lowest unoccupied orbital energy (alpha / beta): -0.426 / 0.412 eV
ΔE to the lowest compared entry with this formula, charge and spin: 90.4 kcal/mol
E_HOMO (alpha / beta): -8.20 / -8.36 eV

(6)
7 unconnected molecules or ions with the total composition C47H63Cl2N7O4S. Source: OMol25; level of theory: ωB97M-V/def2-TZVPD.

ORCA input file:
```
! wB97M-V def2-TZVPD RIJCOSX def2/J DEFGRID3
* xyz 0 1
C 3.57 0.57 0.47
C 3.68 1.31 -1.01
C 2.20 1.31 -1.71
C 1.90 -0.01 -2.65
C 0.75 0.38 -3.78
C -0.73 0.59 -3.02
C -1.84 0.74 -4.21
C -3.32 1.23 -3.77
C -4.28 1.01 -5.11
C -5.59 0.03 -4.79
O -3.79 0.09 -2.92
S -3.72 0.47 -1.23
O -2.64 -0.34 -0.42
O -4.98 0.23 -0.37
O -3.14 2.06 -1.48
C -3.55 2.56 -2.84
N -5.08 2.72 -2.96
C -5.66 3.50 -1.81
C -6.94 2.68 -1.10
C -6.94 2.80 0.54
C -3.03 4.03 -3.30
Cl -1.95 4.68 -1.89
C -2.09 4.08 -4.64
C -2.18 5.63 -5.25
Cl -0.29 3.88 -4.13
H 2.46 0.53 0.86
H 4.00 -0.52 0.44
H 4.18 1.24 1.23
H 4.53 0.85 -1.70
H 3.99 2.42 -0.79
H 2.13 2.27 -2.39
H 1.36 1.35 -0.86
H 2.88 -0.42 -3.18
H 1.45 -0.93 -2.04
H 1.07 1.33 -4.38
H 0.63 -0.51 -4.56
H -0.89 -0.35 -2.35
H -0.65 1.61 -2.45
H -1.36 1.42 -5.06
H -1.95 -0.34 -4.72
H -4.74 2.01 -5.52
H -3.68 0.44 -5.97
H -5.27 -1.12 -4.72
H -6.33 0.07 -5.72
H -6.21 0.39 -3.86
H -5.32 3.26 -3.83
H -6.18 4.47 -2.29
H -4.90 3.91 -1.03
H -7.00 1.57 -1.50
H -7.95 3.19 -1.46
H -6.25 3.72 0.80
H -6.55 1.82 1.07
H -8.05 2.97 0.92
H -3.86 4.85 -3.44
H -2.40 3.32 -5.49
H -1.48 6.34 -4.59
H -1.66 5.59 -6.32
H -3.29 6.01 -5.28
C -7.52 -0.52 3.42
C -6.19 -0.12 3.54
C -5.69 0.14 4.80
N -6.42 0.03 5.94
C -7.71 -0.36 5.79
C -8.29 -0.64 4.57
H -7.95 -0.73 2.45
H -5.56 -0.01 2.66
H -4.66 0.45 4.94
H -8.27 -0.44 6.72
H -9.33 -0.95 4.52
C 8.39 -2.56 -1.11
C 7.11 -2.93 -0.68
C 6.19 -1.93 -0.43
N 6.46 -0.61 -0.56
C 7.70 -0.28 -0.98
C 8.69 -1.21 -1.26
H 9.13 -3.32 -1.32
H 6.85 -3.97 -0.55
H 5.18 -2.16 -0.10
H 7.89 0.78 -1.08
H 9.67 -0.89 -1.59
C -8.63 -5.23 6.14
C -9.24 -6.20 5.36
C -9.22 -6.04 3.98
N -8.64 -5.00 3.35
C -8.05 -4.07 4.14
C -8.02 -4.14 5.52
H -8.62 -5.32 7.22
H -9.72 -7.06 5.81
H -9.68 -6.78 3.32
H -7.60 -3.23 3.61
H -7.53 -3.37 6.11
C 11.50 2.51 -4.27
C 10.81 1.36 -4.64
C 11.05 0.19 -3.94
N 11.92 0.10 -2.91
C 12.58 1.23 -2.57
C 12.41 2.45 -3.21
H 11.34 3.45 -4.80
H 10.10 1.38 -5.46
H 10.53 -0.73 -4.19
H 13.28 1.13 -1.75
H 12.96 3.32 -2.90
C -9.31 -6.60 11.84
C -9.93 -7.57 11.06
C -9.90 -7.41 9.68
N -9.33 -6.37 9.05
C -8.74 -5.44 9.84
C -8.71 -5.51 11.22
H -9.31 -6.69 12.92
H -10.41 -8.43 11.51
H -10.37 -8.15 9.03
H -8.29 -4.60 9.31
H -8.22 -4.74 11.81
C 18.30 2.84 -1.37
C 17.13 3.24 -0.75
C 15.97 2.52 -1.01
N 15.92 1.46 -1.84
C 17.08 1.10 -2.43
C 18.28 1.75 -2.24
H 19.23 3.38 -1.19
H 17.11 4.09 -0.07
H 15.03 2.79 -0.54
H 17.01 0.24 -3.10
H 19.18 1.42 -2.74
*
```

Lowest unoccupied orbital energy: 0.013 eV
SMILES string: CCCCCCC[C@@]1(CC)OS(=O)(=O)O[C@@]1(NCCC)[C@@H](Cl)[C@@H](C)Cl.c1ccncc1.c1ccncc1.c1ccncc1.c1ccncc1.c1ccncc1.c1ccncc1
E_HOMO: -9.15 eV

(7)
A molecular structure, C30H45BeF3N4O4Sb. Source: OMol25; level of theory: ωB97M-V/def2-TZVPD.

ORCA input file:
```
! wB97M-V def2-TZVPD RIJCOSX def2/J DEFGRID3
* xyz 1 1
Be 1.50 1.28 -0.60
C 4.63 4.38 2.63
C 4.88 4.89 1.36
C 4.25 4.34 0.25
C 3.37 3.28 0.44
C 3.11 2.77 1.71
C 3.75 3.32 2.81
N 2.69 2.66 -0.64
N 2.93 3.09 -1.78
C 2.19 2.38 -2.77
C 2.36 2.69 -4.10
C 1.62 1.94 -5.02
C 0.76 0.96 -4.56
C 0.66 0.73 -3.19
N 1.36 1.44 -2.32
H 5.14 4.80 3.48
H 5.57 5.71 1.23
H 4.43 4.72 -0.74
H 2.46 1.91 1.83
H 3.59 2.91 3.79
H 3.05 3.46 -4.40
H 1.71 2.14 -6.07
H 0.18 0.36 -5.24
H 0.00 -0.02 -2.77
O -0.88 3.16 -1.03
C -0.60 2.67 0.04
O 0.26 1.74 0.30
C -1.34 3.13 1.30
N -0.77 2.43 2.52
C -1.90 2.14 3.49
C -3.14 2.76 2.84
C -2.82 2.74 1.34
H -1.22 4.20 1.42
H -0.02 2.98 2.93
H -0.33 1.58 2.15
H -1.65 2.57 4.46
H -1.96 1.06 3.58
H -3.28 3.78 3.18
H -4.03 2.19 3.09
H -3.42 3.43 0.76
H -2.95 1.73 0.93
F 4.09 -1.86 -0.65
C 4.14 -1.14 0.48
F 5.03 -0.15 0.29
F 4.58 -1.91 1.46
C 2.77 -0.49 0.81
O 2.43 -0.37 1.97
O 2.14 -0.09 -0.23
C -3.73 -0.59 -0.72
C -2.99 -1.78 -1.36
C -2.76 -1.45 -2.84
C -3.87 -3.02 -1.27
Sb -0.98 -1.80 -0.44
C 0.02 -3.55 -1.33
C 0.76 -2.96 -2.54
C -0.91 -4.67 -1.80
C 1.06 -4.13 -0.37
C -1.40 -2.21 1.70
C -1.52 -0.81 2.32
C -2.66 -3.02 1.99
C -0.21 -2.90 2.37
H -4.68 -0.42 -1.24
H -3.14 0.33 -0.80
H -3.96 -0.77 0.33
H -3.72 -1.42 -3.37
H -2.14 -2.19 -3.34
H -2.30 -0.46 -2.96
H -4.87 -2.79 -1.67
H -4.01 -3.38 -0.25
H -3.48 -3.85 -1.86
H 0.07 -2.55 -3.28
H 1.34 -3.75 -3.03
H 1.45 -2.18 -2.23
H -1.55 -4.36 -2.62
H -1.55 -5.04 -0.99
H -0.31 -5.52 -2.16
H 1.67 -3.36 0.10
H 1.74 -4.78 -0.93
H 0.60 -4.73 0.41
H -2.33 -0.23 1.87
H -0.58 -0.27 2.19
H -1.72 -0.90 3.39
H -3.57 -2.50 1.67
H -2.74 -3.20 3.07
H -2.64 -3.99 1.50
H 0.74 -2.40 2.16
H -0.13 -3.95 2.09
H -0.35 -2.87 3.46
*
```

Lowest unoccupied orbital energy: -4.270 eV
E_HOMO: -9.97 eV

(8)
C3H9N3S in the gas phase. Source: OMol25; level of theory: ωB97M-V/def2-TZVPD.

ORCA input file:
```
! wB97M-V def2-TZVPD RIJCOSX def2/J DEFGRID3
* xyz 0 1
C 1.80 -0.68 -0.01
C 0.45 -0.18 0.49
N 0.22 -0.20 1.72
N -1.08 0.22 2.07
N -0.46 0.28 -0.46
C -0.58 -0.21 -1.82
S -0.48 2.11 -0.33
H 2.41 -1.10 0.81
H 2.36 0.11 -0.44
H 1.55 -1.32 -0.83
H -1.24 0.04 3.05
H -1.73 -0.26 1.48
H 0.38 -0.16 -2.27
H -0.96 -1.26 -1.74
H -1.32 0.42 -2.38
H -1.32 2.21 0.66
*
```

Lowest unoccupied orbital energy: 0.795 eV
ΔE to the lowest compared entry with this formula, charge and spin: 52.1 kcal/mol
SMILES string: C/C(=N/N)N(C)S
E_HOMO: -8.48 eV